# 1
Here is a molecular structure, C7H17NO from OMol25. Energies are from ωB97M-V/def2-TZVPD.

Atoms and positions in Å:
C 1.412 1.134 -0.803
C 0.486 -1.189 0.178
C 1.050 0.964 -2.249
C 0.879 2.113 -0.027
C 1.233 -0.992 1.482
H 2.306 0.617 -0.483
H 0.082 -2.200 0.123
H 1.124 -1.220 -0.702
H 1.049 -0.082 -2.545
H -0.847 1.308 0.724
H 0.059 1.368 -2.465
H 1.761 1.497 -2.884
H 0.246 2.875 -0.468
H 1.377 2.424 0.880
H 0.823 -0.162 2.063
H 2.296 -0.797 1.330
H 1.165 -1.865 2.138
C -1.964 -1.200 1.455
C -1.431 -0.588 0.185
O -1.962 -1.245 -0.916
N -1.584 0.785 0.146
H -1.848 -0.684 -1.695
H -1.388 1.182 -0.768
H -1.713 -2.257 1.495
H -3.050 -1.089 1.477
H -1.558 -0.696 2.328

## Properties
LUMO energy: 0.823 eV
M: 131.22 g mol⁻¹
Strongest force on any atom: 3.660 eV/A
Highest occupied orbital energy: -8.0 eV
Multiplicity: 1
Energy above the lowest of the compared OMol25 structures with the same formula, charge and spin: 3.886 eV

natural (NBO) atomic charge list, values in e, 6 entries: C -0.111; C -0.520; C -0.660; C -0.502; C -0.649; H 0.203

---

# 2
Here is 2 unconnected molecules or ions with the total composition C7H17NO from OMol25. Energies are from ωB97M-V/def2-TZVPD.

Atoms and positions in Å:
C -0.006 -0.615 1.344
C 1.411 -0.062 1.159
C 0.066 -2.138 1.591
C -0.678 0.086 2.544
N -0.715 -0.307 0.095
O -2.042 -0.746 0.115
H -2.229 -1.268 0.913
H -0.080 1.434 -0.988
H 1.908 -0.549 0.319
H 1.383 1.011 0.970
H -0.922 -2.577 1.752
H -0.732 1.160 2.367
H 0.523 -2.637 0.736
H 0.659 -2.347 2.483
H 2.006 -0.239 2.057
H -1.694 -0.278 2.716
H -0.107 -0.094 3.457
C -0.946 1.065 -2.954
C 0.237 1.041 -2.001
C 1.483 1.498 -2.444
H 0.245 -0.024 -1.428
H -1.210 2.088 -3.229
H -0.727 0.509 -3.868
H -1.809 0.604 -2.472
H 1.644 1.839 -3.459
H 2.332 1.544 -1.774

## Properties
LUMO energy (alpha / beta): 0.654 / 0.123 eV
M: 131.22 g mol⁻¹
Strongest force on any atom: 3.448 eV/A
Highest occupied orbital energy (alpha / beta): -8.9 / -6.9 eV
Multiplicity: 1
Energy above the lowest of the compared OMol25 structures with the same formula, charge and spin: 6.020 eV

natural (NBO) atomic charge list, values in e, 6 entries: C 0.018; C -0.609; C -0.621; C -0.617; N -0.049; O -0.527

---

# 3
Here is 2 unconnected molecules or ions with the total composition C7H17O2PS from OMol25. Energies are from ωB97M-V/def2-TZVPD.

Atoms and positions in Å:
C -0.734 -2.206 -2.132
C 2.982 0.439 -0.575
C 2.637 -1.562 0.952
C -1.424 1.380 1.106
C -3.714 1.377 -0.223
C 2.006 -0.694 -0.063
C -2.594 0.652 0.379
O 0.836 -0.073 0.379
O -2.152 -0.340 -0.684
P -0.869 -1.345 -0.653
S -1.281 -2.547 1.053
H -0.394 -1.500 -2.854
H 0.079 -2.951 -2.070
H 2.841 1.330 0.008
H 4.042 0.201 -0.305
H 2.924 0.626 -1.614
H 1.973 -2.328 1.422
H 2.865 -0.952 1.846
H 3.508 -1.833 0.443
H -0.617 1.740 0.456
H -1.791 2.304 1.630
H -0.957 0.767 1.887
H -3.543 2.062 -1.070
H -4.454 1.780 0.484
H -4.358 0.448 -0.528
H 1.859 -1.342 -0.958
H -2.823 -0.043 1.205
H -0.578 -1.578 1.734

## Properties
LUMO energy (alpha / beta): -0.647 / -0.647 eV
M: 196.25 g mol⁻¹
Strongest force on any atom: 3.953 eV/A
Highest occupied orbital energy (alpha / beta): -8.9 / -8.9 eV
Multiplicity: 1
Energy above the lowest of the compared OMol25 structures with the same formula, charge and spin: 0.940 eV

natural (NBO) atomic charge list, values in e, 6 entries: C -1.002; C -0.625; C -0.635; C -0.648; C -0.652; C 0.087

---

# 4
Here is 2 unconnected molecules or ions with the total composition C7H18 from OMol25. Energies are from ωB97M-V/def2-TZVPD.

Atoms and positions in Å:
C 2.265 1.550 -0.891
C 0.952 1.468 -0.122
C 1.166 1.394 1.407
C -0.012 2.627 -0.503
H 2.789 0.597 -0.964
H 2.942 2.255 -0.394
H 2.090 1.905 -1.907
H 0.416 0.581 -0.450
H 0.539 0.602 1.844
H 2.214 1.277 1.660
H 0.581 2.191 1.879
H 0.303 3.077 -1.435
H -1.051 2.302 -0.587
H -0.053 3.358 0.306
C -0.429 -3.059 0.308
C -1.417 -2.314 -0.591
C -2.498 -1.599 0.247
H 0.529 -3.261 -0.181
H -0.842 -4.064 0.429
H -0.157 -2.625 1.267
H -0.886 -1.557 -1.147
H -1.979 -2.994 -1.224
H -2.109 -1.295 1.229
H -2.761 -0.621 -0.167
H -3.392 -2.180 0.445

## Properties
LUMO energy: 0.981 eV
M: 102.22 g mol⁻¹
Strongest force on any atom: 1.905 eV/A
Highest occupied orbital energy: -10.8 eV
Multiplicity: 1
Energy above the lowest of the compared OMol25 structures with the same formula, charge and spin: 0.848 eV

natural (NBO) atomic charge list, values in e, 6 entries: C -0.601; C -0.226; C -0.623; C -0.603; H 0.209; H 0.200

---

# 5
Here is a molecular structure, C7H18B3CaO6P from OMol25. Energies are from ωB97M-V/def2-TZVPD.

Atoms and positions in Å:
C 0.248 0.063 3.429
C 1.055 0.352 1.993
O 0.710 1.732 1.619
P 1.465 2.231 0.132
O 2.745 3.112 0.561
C 2.142 0.816 -0.954
C 1.018 -0.229 -1.528
C 1.403 -1.801 -1.112
B -0.052 -2.631 -1.072
O -0.513 -3.499 -2.199
B -1.986 -3.476 -2.312
O -2.744 -3.835 -1.062
B -2.278 -2.838 -0.060
O -0.873 -2.417 0.144
O 0.377 3.329 -0.669
C -1.026 2.896 -0.586
C -1.854 3.456 0.713
H -0.600 -0.724 3.201
H -0.328 1.063 3.734
H 0.967 -0.240 4.302
H 2.201 0.202 2.229
H 0.630 -0.456 1.234
H 2.677 1.313 -1.894
H 3.002 0.226 -0.377
H -0.072 -0.058 -1.138
H 1.046 -0.193 -2.709
H 1.832 -1.783 -0.009
H 2.173 -2.286 -1.855
H -2.601 -3.181 -3.273
H -3.113 -2.351 0.635
H -1.196 1.740 -0.635
H -1.569 3.347 -1.548
H -1.656 4.591 0.914
H -1.645 2.858 1.717
H -3.009 3.266 0.482
Ca 1.423 -4.597 -2.047

## Properties
LUMO energy: -10.072 eV
M: 301.70 g mol⁻¹
Strongest force on any atom: 8.381 eV/A
Highest occupied orbital energy: -14.1 eV
Charge: +2
Multiplicity: 1

natural (NBO) atomic charge list, values in e, 6 entries: C -0.648; C -0.106; O -0.757; P 2.191; O -1.006; C -0.797

---

# 6
Here is 2 unconnected molecules or ions with the total composition C7H18IN2 from OMol25. Energies are from ωB97M-V/def2-TZVPD.

Atoms and positions in Å:
C 0.838 1.682 -1.095
C -1.531 1.397 -1.834
C -0.740 -2.163 -1.799
C 0.013 0.325 2.359
C -0.278 0.663 -1.444
C -0.258 -1.571 -0.487
C 1.409 0.158 2.737
N 1.837 -0.884 3.501
N -0.676 -0.191 -0.306
I 3.104 1.434 1.961
H 1.857 1.252 -1.355
H 0.672 2.608 -1.702
H 0.860 1.971 -0.093
H -1.620 2.229 -2.584
H -1.847 2.013 -0.962
H -2.514 0.816 -2.193
H -1.834 -2.436 -1.750
H -0.098 -2.976 -1.910
H -0.547 -1.333 -2.487
H -0.639 -2.097 0.419
H -0.225 1.480 2.256
H -0.700 -0.270 2.943
H 0.214 0.127 -2.349
H 0.856 -1.605 -0.480
H 2.816 -1.094 3.733
H 1.075 -1.422 3.845
H -0.310 -0.007 1.164
H -1.734 -0.106 -0.088

## Properties
LUMO energy: -4.266 eV
M: 257.14 g mol⁻¹
Strongest force on any atom: 4.322 eV/A
Highest occupied orbital energy: -12.6 eV
Charge: +1
Multiplicity: 1
Energy above the lowest of the compared OMol25 structures with the same formula, charge and spin: 2.708 eV

natural (NBO) atomic charge list, values in e, 6 entries: C -0.615; C -0.667; C -0.619; C -0.857; C -0.079; C -0.207

---

# 7
Here is a molecular structure, C7H18N2 from OMol25. Energies are from ωB97M-V/def2-TZVPD.

Atoms and positions in Å:
C 1.478 0.085 0.255
C -0.568 -0.257 0.757
C -0.821 0.809 -0.149
C -2.837 0.630 -0.268
C 1.994 1.498 0.041
C 2.102 -0.513 1.508
C 1.747 -0.786 -0.956
N -1.021 -1.523 0.486
N -2.986 -0.181 -1.462
H -0.587 0.007 1.813
H -1.556 -1.997 1.200
H -0.961 -1.995 -0.422
H -3.362 0.362 -2.236
H -3.611 -0.984 -1.431
H -0.649 1.815 0.208
H -0.638 0.653 -1.206
H -3.291 0.153 0.599
H -3.204 1.656 -0.343
H 1.627 1.937 -0.892
H 3.202 -0.552 1.437
H 2.825 -0.875 -1.164
H 1.709 2.158 0.867
H 3.092 1.525 -0.041
H 1.767 -1.539 1.685
H 1.876 0.086 2.398
H 1.366 -1.803 -0.817
H 1.306 -0.369 -1.868

## Properties
LUMO energy: 0.941 eV
M: 130.24 g mol⁻¹
Strongest force on any atom: 6.060 eV/A
Highest occupied orbital energy: -6.3 eV
Multiplicity: 1
Energy above the lowest of the compared OMol25 structures with the same formula, charge and spin: 4.239 eV

natural (NBO) atomic charge list, values in e, 6 entries: C -0.013; C 0.049; C -0.379; C -0.259; C -0.652; C -0.638

---

# 8
Here is C7H18N2O2S in the gas phase from OMol25. Energies are from ωB97M-V/def2-TZVPD.

Atoms and positions in Å:
C 0.357 -2.876 0.779
C 1.335 -2.008 -0.097
N 0.495 -1.035 -0.786
C 0.235 0.040 0.067
C -1.061 0.799 -0.250
C -1.133 2.046 0.803
C -2.057 -0.271 -0.004
C -1.026 1.493 -1.541
S 1.869 1.203 -0.148
N 2.893 0.721 1.066
O 1.627 2.577 0.073
O 2.389 0.815 -1.442
H -0.462 -3.302 0.131
H 0.756 -3.864 1.302
H 0.053 -2.291 1.569
H 2.201 -1.618 0.310
H 1.758 -2.784 -0.824
H 0.930 -0.612 -1.593
H 0.332 -0.144 1.067
H -1.954 2.769 0.479
H -1.322 1.689 1.805
H -0.327 2.732 0.802
H -1.721 -0.753 0.891
H -3.055 0.108 0.205
H -2.180 -1.013 -0.747
H -1.192 0.782 -2.355
H -0.116 2.087 -1.641
H -1.921 2.152 -1.515
H 2.757 1.475 1.707
H 3.793 0.424 0.706

## Properties
LUMO energy: 0.536 eV
M: 194.30 g mol⁻¹
Strongest force on any atom: 5.275 eV/A
Highest occupied orbital energy: -9.0 eV
Multiplicity: 1
Energy above the lowest of the compared OMol25 structures with the same formula, charge and spin: 0.000 eV

natural (NBO) atomic charge list, values in e, 6 entries: C -0.614; C -0.231; N -0.652; C -0.115; C -0.059; C -0.628